Record 1
An isolated molecule of C5H10N2O2, computed with ωB97M-V with the def2-TZVPD basis set.

Each line ends with the Löwdin charge.
Atoms and positions in Å:
H: -1.14066 -2.30344 1.61223  0.08
H: 0.49049 -1.95158 -0.51878  0.10
C: 0.31096 0.85484 0.01829  -0.15
N: 0.11511 -1.46375 0.29492  -0.09
H: -0.85131 -1.38635 -2.30389  0.09
O: -1.92571 0.81665 -0.91139  0.05
C: 0.18723 2.29933 0.37198  -0.04
O: 1.53790 -0.14180 1.85596  0.05
H: 1.00404 0.30102 2.53728  0.13
H: 0.91195 2.60289 1.13224  0.08
H: -0.80819 2.53691 0.75819  0.09
H: -0.70145 0.19827 -3.07608  0.09
H: 0.33932 2.89974 -0.53182  0.09
C: -0.37330 -0.40620 -2.22683  -0.04
C: 0.85481 -0.14558 0.68551  -0.27
N: -0.15649 -2.37305 1.34341  0.00
H: 0.71066 -0.52042 -2.28862  0.08
C: -0.83316 0.24039 -0.94109  -0.38
H: 0.32781 -2.05786 2.18849  0.07

Values from the calculation:
Structure (SMILES): CC(=O)/C(C)=C(/O)NN
Multiplicity: 1
LUMO energy in Ha: 0.015
Relative energy (zero: lowest compared OMol25 entry of this formula, charge and spin) in eV: 4.2561
E in a.u.: -456.397791
Frontier orbital gap in eV: 9.0



Record 2
An isolated molecule of C17H21N3O3S, computed with ωB97M-V with the def2-TZVPD basis set.

Each line ends with the Löwdin charge.
Atoms and positions in Å:
H: 3.28341 -0.30044 2.03565  0.10
C: 0.74084 -2.43075 0.08832  -0.12
C: 2.44990 0.94608 0.51016  -0.20
C: 4.05074 -0.81554 0.13283  -0.10
O: 1.93925 -3.36366 -2.19350  -0.36
H: -4.73642 1.12759 0.88818  0.06
C: -3.98488 0.44864 0.61833  -0.05
H: -4.22364 2.07168 -1.28890  0.11
H: -2.90930 3.32306 -0.65793  0.09
H: 4.74685 -1.05288 -1.84270  0.10
N: -1.63181 0.26936 0.00061  0.03
C: -0.35939 -2.00241 -2.50203  -0.10
C: -2.39854 2.06496 1.51688  -0.05
H: 0.52130 -3.21851 0.76029  0.10
C: -0.18841 -1.33214 -0.08970  -0.19
C: 1.38043 1.52359 1.50563  -0.03
H: -4.35438 -0.10781 -0.25031  0.09
H: 1.74225 -2.04867 0.31681  0.10
C: 3.26132 0.56752 -1.74402  -0.03
C: -2.71557 1.24778 0.27545  -0.53
C: 0.82676 0.43157 2.34776  -0.55
H: 0.62893 2.09827 0.79530  0.14
O: 1.11729 0.34182 3.49547  0.10
C: -3.12045 2.21720 -0.88839  -0.05
N: -0.29369 -0.21891 2.02503  0.16
H: 4.67410 -1.56389 0.56263  0.10
H: 3.15567 0.74284 -2.74472  0.07
H: -2.14949 1.47784 2.36679  0.07
H: -2.48430 2.05058 -1.83453  0.08
N: -1.64523 -0.25154 -1.27041  0.16
H: -1.45987 2.60899 1.35168  0.08
H: -1.20973 -2.42144 -3.00390  0.11
C: -0.64208 -0.35613 0.74099  -0.22
H: 1.73516 1.93639 -1.30540  0.11
C: 2.47353 1.28128 -0.83790  -0.06
H: -3.28802 2.71723 1.65416  0.11
H: 0.30564 -1.52833 -3.21914  0.11
C: 4.01518 -0.57315 -1.21686  -0.05
H: 1.76954 2.27307 2.24008  0.14
S: 0.60488 -3.24112 -1.54389  0.79
C: 3.31541 -0.03495 1.01457  -0.05
H: -0.31163 -1.02615 2.68041  0.20
O: -0.18020 -4.51911 -1.57739  -0.35
H: -3.76557 -0.24383 1.45191  0.10
C: -0.68578 -1.11594 -1.36432  -0.31

Values from the calculation:
Structure (SMILES): CC(C)(C)n1nc2c(c1NC(=O)Cc1ccccc1)CS(=O)(=O)C2
Multiplicity: 1
LUMO energy in Ha: 0.016
Relative energy (zero: lowest compared OMol25 entry of this formula, charge and spin) in eV: 5.2973
E in a.u.: -1448.469720
Frontier orbital gap in eV: 9.8



Record 3
An isolated molecule of C5H10O, computed with ωB97M-V with the def2-TZVPD basis set.

Each line ends with the Löwdin charge.
Atoms and positions in Å:
H: 1.07397 1.78251 0.44141  0.11
C: 0.22545 -0.51847 1.62576  -0.06
H: -0.35094 2.69152 -1.42025  0.07
H: 0.84598 0.15348 2.23599  0.08
H: -0.88261 1.05047 -1.82532  0.08
C: 0.72956 1.11967 -0.35942  -0.19
H: -1.36338 1.77383 -0.28530  0.08
H: -1.36891 -1.97036 -0.21213  0.07
H: -0.13734 -3.12067 -0.98633  0.05
H: 0.48381 -1.58657 1.76931  0.08
C: -0.33453 -2.26712 -0.35521  -0.04
H: 1.52157 1.05329 -1.11324  0.12
O: 0.43664 -1.19113 -0.68985  -0.07
H: -0.80621 -0.42955 1.98849  0.09
C: -0.54341 1.69603 -1.00863  -0.09
C: 0.47037 -0.23693 0.19474  -0.37

Values from the calculation:
Multiplicity: 1
LUMO energy (alpha / beta) in Ha: 0.024 / 0.033
Relative energy (zero: lowest compared OMol25 entry of this formula, charge and spin) in eV: 3.6859
E in a.u.: -271.617161
Frontier orbital gap (alpha / beta) in eV: 7.3 / 8.5



Record 4
An isolated molecule of C9H9NO, computed with ωB97M-V with the def2-TZVPD basis set.

Each line ends with the Löwdin charge.
Atoms and positions in Å:
N: -1.30053 2.06275 -0.26602  0.17
H: -2.95511 -0.94935 -1.44507  0.10
H: 2.42568 -2.31521 -0.05529  0.13
C: 2.03734 -1.25303 -0.10173  -0.12
C: 3.00366 -0.32414 0.01606  -0.11
C: 1.37234 1.41415 -0.10158  -0.04
C: -1.00059 0.88708 0.01320  -0.24
C: 0.69579 -0.94377 0.05462  -0.03
H: 3.51899 1.77392 0.25906  0.12
C: 0.40113 0.41734 0.05163  -0.20
H: -2.17977 2.34201 0.04511  0.04
O: -3.48665 0.03745 0.17367  -0.06
H: 4.00506 -0.71190 -0.06061  0.10
C: -2.10286 -0.31086 0.45234  -0.19
H: -1.91787 -0.60553 1.52369  0.15
H: 0.03251 -1.81440 0.16178  0.12
C: 2.68693 1.05280 0.04510  -0.07
H: -3.34876 -2.14041 -0.21190  0.13
C: -2.91014 -1.12475 -0.41060  -0.14
H: 1.02283 2.50584 -0.14347  0.14

Values from the calculation:
Structure (SMILES): [H]/N=C(/c1ccccc1)[C@@H]1CO1
Multiplicity: 1
LUMO energy in Ha: 0.018
Relative energy (zero: lowest compared OMol25 entry of this formula, charge and spin) in eV: 3.6170
E in a.u.: -478.239829
Frontier orbital gap in eV: 9.8



Q: Which formula does entry 4 have?
A: C9H9NO